1:
This record from the Open Molecules 2025 dataset describes a cluster of 2 separate species, C5H13NO in total. The level of theory is wB97M-V/def2-TZVPD.

- Kohn-Sham gap (spin up / spin down): 11.073 / 7.633 eV
- ⟨S²⟩: 0.76
- 2S+1: 2
- Total charge: +1
- HOMO energy (spin up / spin down): -14.7 / -14.7 eV
- Molecular weight: 103.2 g mol⁻¹

Last column: Löwdin charge in e.
Atoms and positions in Å:
C -1.082 -1.111 -0.186  -0.08
C -0.281 -0.831 -1.472  -0.21
C 1.135 -0.255 -1.288  -0.12
C 1.476 0.103 0.117  -0.30
C 0.877 1.197 0.757  0.24
N 2.461 -0.574 0.719  0.25
H -0.539 -1.795 0.447  0.08
H -2.107 -1.373 -0.394  0.08
H -1.241 -0.179 0.355  0.04
H -0.203 -1.800 -1.980  0.11
H -0.905 -0.300 -2.176  0.11
H 1.864 -0.884 -1.770  0.12
H 1.234 0.692 -1.834  0.14
H 0.070 1.756 0.305  0.10
H 1.070 1.412 1.792  0.10
H 2.551 -1.552 0.451  0.16
H 2.523 -0.445 1.722  0.14
H -3.290 2.123 0.803  0.05
H -3.021 1.627 2.153  0.05
O -2.591 2.190 1.479  -0.08



2:
This record from the Open Molecules 2025 dataset describes the ion C5H13NO with charge +1. The level of theory is wB97M-V/def2-TZVPD.

- Kohn-Sham gap (spin up / spin down): 11.909 / 7.443 eV
- ⟨S²⟩: 0.75
- 2S+1: 2
- Total charge: +1
- HOMO energy (spin up / spin down): -14.8 / -14.8 eV
- Molecular weight: 103.2 g mol⁻¹

Last column: Löwdin charge in e.
Atoms and positions in Å:
C 1.812 -2.009 0.956  -0.04
C 1.440 -0.545 0.995  -0.18
N 0.325 -0.144 0.108  -0.03
C 0.653 -0.093 -1.312  0.04
C -0.611 0.804 0.665  -0.12
C -1.478 1.512 -0.373  -0.23
O -2.334 0.602 -1.044  -0.03
H 2.124 -2.345 1.936  0.10
H 0.996 -2.579 0.615  0.07
H 2.624 -2.201 0.255  0.09
H 0.984 -0.263 1.961  0.13
H 2.216 0.229 1.065  0.16
H 1.397 -0.839 -1.566  0.11
H 1.091 0.906 -1.414  0.14
H -0.225 -0.183 -1.925  0.11
H -0.047 1.503 1.291  0.16
H -1.333 0.396 1.365  0.16
H -2.103 2.248 0.137  0.14
H -0.875 2.116 -1.056  0.12
H -2.164 -0.297 -0.731  0.09



3:
This record from the Open Molecules 2025 dataset describes a cluster of 2 separate species, C5H13NO in total. The level of theory is wB97M-V/def2-TZVPD.

- Kohn-Sham gap (spin up / spin down): 7.979 / 5.380 eV
- ⟨S²⟩: 0.76
- 2S+1: 2
- Total charge: +1
- HOMO energy (spin up / spin down): -13.9 / -13.8 eV
- Molecular weight: 103.2 g mol⁻¹

Last column: Löwdin charge in e.
Atoms and positions in Å:
C -0.214 -2.665 -0.466  -0.04
N 0.310 -1.167 -0.782  -0.08
C -0.422 -0.237 0.103  -0.26
C -0.514 1.285 -0.306  -0.15
C 0.600 2.130 -0.596  -0.01
C 0.590 3.096 -1.525  0.22
H 0.638 -3.100 0.079  0.08
H -1.095 -2.699 0.100  0.04
H -0.530 -2.931 -1.545  0.11
H -0.290 -1.141 -1.666  0.10
H -1.346 -0.434 0.500  0.09
H 0.261 -0.078 1.021  0.12
H -1.325 1.237 -1.109  0.17
H -1.083 1.731 0.541  0.18
H 1.587 1.613 -0.554  0.17
H -0.276 3.813 -1.532  0.14
H 1.145 3.156 -2.478  0.14
H 0.715 -1.612 4.114  0.10
H 0.637 -1.190 2.617  -0.03
O 0.611 -0.806 3.484  -0.09



4:
This record from the Open Molecules 2025 dataset describes a cluster of 2 separate species, C5H13NO in total. The level of theory is wB97M-V/def2-TZVPD.

- Kohn-Sham gap (spin up / spin down): 11.081 / 7.081 eV
- ⟨S²⟩: 0.76
- 2S+1: 2
- Total charge: +1
- HOMO energy (spin up / spin down): -15.2 / -15.2 eV
- Molecular weight: 103.2 g mol⁻¹

Last column: Löwdin charge in e.
Atoms and positions in Å:
C -1.222 0.708 2.244  -0.05
C -1.106 1.561 0.967  -0.22
C -1.100 0.709 -0.211  0.01
C 0.138 0.436 -0.700  0.00
N 0.089 -0.445 -1.853  0.08
C 0.437 -1.857 -1.526  -0.02
H -0.415 0.196 2.587  0.04
H -1.445 1.485 3.123  0.14
H -2.141 0.121 2.164  0.09
H -0.246 2.121 0.951  0.08
H -2.014 2.301 0.837  0.18
H -1.993 0.366 -0.486  0.11
H 1.021 0.853 -0.250  0.13
H -0.843 -0.369 -2.236  0.13
H 1.195 -1.845 -0.700  0.09
H 0.859 -2.324 -2.362  0.07
H -0.508 -2.418 -1.097  0.16
H 2.474 -0.181 -0.326  -0.01
H 3.368 -1.093 -0.830  0.01
O 3.451 -0.323 -0.298  -0.02



Most stable structure: 1



1:
This record from the Open Molecules 2025 dataset describes a cluster of 2 separate species, C5H13NO in total. The level of theory is wB97M-V/def2-TZVPD.

- Kohn-Sham gap (spin up / spin down): 9.937 / 6.915 eV
- ⟨S²⟩: 0.75
- 2S+1: 2
- Total charge: +1
- HOMO energy (spin up / spin down): -13.7 / -13.7 eV
- Molecular weight: 103.2 g mol⁻¹

Last column: Löwdin charge in e.
Atoms and positions in Å:
C 0.476 0.327 -2.504  0.00
N 1.070 0.722 1.173  0.19
C 0.512 0.286 0.019  -0.24
C 1.015 0.791 -1.208  -0.19
C 1.773 2.059 -1.206  -0.02
C -0.607 -0.697 0.095  0.01
H -0.148 -0.535 -2.430  0.08
H 0.047 1.238 -2.927  0.12
H 1.350 0.027 -3.096  0.12
H 2.089 0.622 1.162  0.15
H 0.826 0.082 1.926  0.13
H 2.215 2.308 -0.244  0.08
H 2.588 2.158 -1.926  0.11
H 1.035 2.864 -1.331  0.13
H -0.389 -1.583 -0.503  0.11
H -1.541 -0.307 -0.329  0.12
H -0.804 -0.853 1.149  0.09
H -3.386 -3.243 4.688  0.03
H -4.056 -3.420 3.359  0.03
O -4.066 -2.848 4.134  -0.06



2:
This record from the Open Molecules 2025 dataset describes the ion C5H13NO with charge +1. The level of theory is wB97M-V/def2-TZVPD.

- Kohn-Sham gap (spin up / spin down): 11.623 / 6.959 eV
- ⟨S²⟩: 0.75
- 2S+1: 2
- Total charge: +1
- HOMO energy (spin up / spin down): -14.6 / -14.5 eV
- Molecular weight: 103.2 g mol⁻¹

Last column: Löwdin charge in e.
Atoms and positions in Å:
C -1.587 -1.510 0.538  -0.21
C -1.405 -1.175 2.009  -0.09
C -1.154 -0.410 -0.421  -0.16
N 0.131 0.134 -0.193  0.15
C 0.945 0.667 -1.270  -0.10
C 2.263 1.249 -0.771  -0.23
O 2.305 2.645 -0.714  -0.03
H -2.614 -1.803 0.302  0.13
H -0.959 -2.383 0.347  0.12
H -0.367 -0.928 2.230  0.06
H -2.005 -0.312 2.335  0.09
H -1.674 -2.029 2.636  0.09
H -1.316 -0.556 -1.491  0.15
H -1.830 0.439 -0.198  0.18
H 0.678 -0.150 0.620  0.16
H 1.119 -0.172 -1.947  0.16
H 0.362 1.425 -1.795  0.15
H 2.519 0.864 0.228  0.13
H 3.080 0.904 -1.412  0.13
H 1.510 3.101 -1.031  0.10



3:
This record from the Open Molecules 2025 dataset describes a cluster of 2 separate species, C5H13NO in total. The level of theory is wB97M-V/def2-TZVPD.

- Kohn-Sham gap (spin up / spin down): 10.131 / 5.102 eV
- ⟨S²⟩: 0.76
- 2S+1: 2
- Total charge: +1
- HOMO energy (spin up / spin down): -14.4 / -14.4 eV
- Molecular weight: 103.2 g mol⁻¹

Last column: Löwdin charge in e.
Atoms and positions in Å:
C -0.561 -2.495 -0.654  -0.10
C 0.151 -1.742 0.426  -0.08
C -1.688 -1.547 -1.229  -0.37
O -2.687 -1.495 -0.547  0.37
N -1.554 -0.803 -2.324  0.28
H 0.239 -2.761 -1.363  0.14
H -1.085 -3.402 -0.257  0.15
H -0.550 -1.545 1.306  0.13
H -2.374 -0.561 -2.813  0.14
H -0.768 -1.042 -2.923  0.16
H 0.334 -0.754 0.025  0.06
H 1.140 -2.154 0.585  0.11
C 0.743 1.866 1.112  -0.16
C 1.528 3.146 1.357  -0.15
H 0.067 2.082 0.406  0.01
H 1.562 1.138 0.807  0.09
H 0.252 1.650 2.066  0.08
H 2.419 3.081 1.948  0.08
H 0.934 3.919 1.623  0.04
H 1.899 3.421 0.447  0.04



Most stable structure: 1



1:
This record from the Open Molecules 2025 dataset describes a cluster of 2 separate species, C5H12N3O in total. The level of theory is wB97M-V/def2-TZVPD.

- Kohn-Sham gap (spin up / spin down): 8.944 / 8.509 eV
- 2S+1: 1
- Total charge: +1
- HOMO energy (spin up / spin down): -13.9 / -13.8 eV
- Molecular weight: 130.2 g mol⁻¹

Last column: Löwdin charge in e.
Atoms and positions in Å:
C 3.430 -0.884 0.273  0.01
C 2.248 1.023 -0.068  -0.14
C -1.226 -0.572 -1.375  0.00
C -2.415 0.897 0.222  -0.05
C -0.815 -0.848 0.984  0.01
N 2.270 -0.369 0.155  0.02
N 1.194 1.654 -0.273  0.06
N -1.244 0.079 -0.068  -0.29
O -0.032 1.582 -0.255  0.05
H 3.490 -1.939 0.640  0.10
H 4.486 -0.462 -0.044  0.14
H 3.080 1.589 -0.013  0.10
H -0.151 -0.787 -1.366  0.10
H -1.691 -1.531 -1.312  0.10
H -1.841 0.129 -2.035  0.14
H -2.456 1.823 -0.405  0.12
H -3.400 0.408 0.107  0.12
H -2.584 1.148 1.310  0.12
H -1.783 -1.417 1.050  0.15
H 0.013 -1.298 0.665  0.03
H -0.573 -0.228 1.809  0.10



2:
This record from the Open Molecules 2025 dataset describes a cluster of 2 separate species, C5H12N3O in total. The level of theory is wB97M-V/def2-TZVPD.

- Kohn-Sham gap (spin up / spin down): 7.316 / 8.971 eV
- 2S+1: 1
- Total charge: +1
- HOMO energy (spin up / spin down): -13.7 / -14.1 eV
- Molecular weight: 130.2 g mol⁻¹

Last column: Löwdin charge in e.
Atoms and positions in Å:
C 5.075 0.063 0.496  0.09
C 2.806 -0.414 0.084  -0.35
C -1.298 -0.175 -1.458  0.00
C -0.915 1.167 0.581  0.03
C -2.344 -0.857 0.582  0.05
N 4.088 -0.358 -0.257  0.03
N 1.775 0.128 -0.302  0.26
N -1.115 -0.202 0.025  -0.48
O -0.081 -0.969 0.325  0.00
H 5.947 0.216 -0.082  0.08
H 4.858 0.441 1.519  0.11
H 2.640 -1.296 0.843  0.20
H -2.146 0.601 -1.763  0.16
H -0.365 0.099 -1.990  0.11
H -1.694 -1.143 -1.839  0.11
H 0.163 1.388 0.314  0.10
H -1.681 1.783 0.329  0.07
H -0.979 1.119 1.675  0.12
H -2.291 -0.912 1.647  0.11
H -3.285 -0.399 0.368  0.12
H -2.280 -1.819 0.144  0.10



Most stable structure: 1



1:
This record from the Open Molecules 2025 dataset describes a structure of composition C11H11N. The level of theory is wB97M-V/def2-TZVPD.

- Kohn-Sham gap: 5.956 eV
- 2S+1: 1
- HOMO energy: -6.4 eV
- Molecular weight: 157.2 g mol⁻¹

Last column: Löwdin charge in e.
Atoms and positions in Å:
C 0.460 -0.730 0.679  -0.14
C 1.527 -1.468 0.358  -0.05
C 2.630 -0.835 -0.216  -0.04
C 2.662 0.545 -0.354  -0.07
C 1.588 1.320 0.108  -0.10
C 0.484 0.662 0.652  -0.21
C -1.930 -1.305 -0.313  -0.18
C -2.873 -0.397 0.115  -0.08
C -2.405 0.945 0.027  -0.06
C -1.150 1.265 -0.438  -0.11
C -0.316 0.241 -0.732  -0.35
H -0.373 -1.266 1.177  0.16
H 1.372 -2.556 0.410  0.13
H 3.427 -1.417 -0.708  0.12
H 3.517 1.044 -0.767  0.11
H 1.604 2.400 0.161  0.13
H -0.350 1.193 0.972  0.11
H -2.273 -2.315 -0.392  0.11
H -3.829 -0.735 0.624  0.11
H -3.117 1.608 0.752  0.16
H -0.695 2.224 -0.456  0.13
H 0.828 0.522 -0.802  0.11
N -0.787 -0.945 -0.856  0.04



2:
This record from the Open Molecules 2025 dataset describes a cluster of 2 separate species, C11H11N in total. The level of theory is wB97M-V/def2-TZVPD.

- Kohn-Sham gap: 9.889 eV
- 2S+1: 1
- HOMO energy: -9.1 eV
- Molecular weight: 157.2 g mol⁻¹
- Structure (SMILES): c1ccccc1.c1ccncc1

Last column: Löwdin charge in e.
Atoms and positions in Å:
C -3.537 -1.194 0.149  -0.12
C -2.261 -1.279 0.584  -0.10
C -1.353 -0.158 0.518  -0.10
C -1.764 1.090 -0.076  -0.07
C -3.163 1.164 -0.267  -0.14
C -4.037 0.087 -0.209  -0.12
H -4.344 -1.989 0.066  0.12
H -1.767 -2.224 0.712  0.10
H -0.290 -0.324 0.885  0.08
H -1.160 2.022 -0.312  0.12
H -3.646 2.048 -0.828  0.12
H -5.027 0.167 -0.842  0.14
C 3.644 1.003 0.232  -0.11
C 2.263 1.134 0.235  -0.07
C 1.439 0.039 -0.166  -0.16
N 1.924 -1.184 -0.450  0.06
C 3.224 -1.279 -0.331  -0.20
C 4.182 -0.329 0.148  -0.06
H 4.380 1.842 0.516  0.13
H 1.997 2.161 0.596  0.11
H 0.356 0.095 -0.379  0.05
H 3.641 -2.191 -0.805  0.10
H 5.301 -0.703 0.024  0.13



Most stable structure: 2